1.
DFT (ωB97M-V with the def2-TZVPD basis set) results for one molecule with the formula C3H5N3 in a non-equilibrium geometry.

CARTESIAN COORDINATES (ANGSTROEM)
N 1.69888 0.76660 0.56386
C 0.43763 0.34741 0.19290
C 0.07391 -0.50264 -0.90137
C -1.22947 -0.81007 -0.67305
N -1.67873 -0.12612 0.45535
N -0.58397 0.64784 0.93738
H 2.33375 0.92712 -0.20013
H 1.65193 1.54099 1.21382
H 0.71461 -0.81884 -1.71450
H -1.90165 -1.42116 -1.26928
H -1.51691 -0.55112 1.39503

Largest force on an atom   2.38 eV/Å
Spin multiplicity   1
LUMO   1.0 eV
SMILES string   Nc1cc[nH]n1

***

2.
DFT (ωB97M-V with the def2-TZVPD basis set) results for one molecule with the formula C3H5N3.

CARTESIAN COORDINATES (ANGSTROEM)
N 1.10982 -0.19320 -1.32047
C 0.17464 -0.03322 -0.21566
C -1.16043 0.16132 0.03640
N -1.18313 0.20037 1.39103
N 0.03631 0.04448 1.97900
C 0.91907 -0.10603 0.98553
H 1.24823 0.61676 -1.92807
H 1.01458 -1.03822 -1.88726
H -2.06264 0.27189 -0.55135
H -1.99317 0.32994 1.97759
H 1.90307 -0.28560 -0.55368

Largest force on an atom   0.66 eV/Å
Spin multiplicity   1
LUMO   0.3 eV

***

3.
DFT (ωB97M-V with the def2-TZVPD basis set) results for one molecule with the formula C3H5N3.

CARTESIAN COORDINATES (ANGSTROEM)
N -1.15313 0.90688 1.32420
C -0.54294 0.49072 0.09292
C -0.89827 -0.89618 -0.40914
N 0.28131 -1.26138 -0.90279
C 1.32753 -0.32072 -0.65460
N 0.92558 0.69687 -0.02090
H -0.67664 1.73222 1.67350
H -1.08387 0.18295 2.02975
H -0.94995 1.10713 -0.73211
H 0.42990 -2.13042 -1.39935
H 2.34049 -0.50806 -1.00148

Largest force on an atom   0.53 eV/Å
Spin multiplicity   1
LUMO   0.6 eV

***

Q: Which HOMO values were calculated for the entries above? A: -8.807, -7.473, -9.009, in eV.
Q: Which gap between HOMO and LUMO values were calculated for the entries above? A: 9.85, 7.74, 9.60, in eV.
Q: Which ΔE to the lowest compared entry with this formula, charge and spin values were calculated for the entries above? A: 1.721, 4.240, 2.383, in eV.